Run w
{
  "formula": "C12H24N2O3",
  "method": "ωB97M-V with the def2-TZVPD basis set",
  "e_homo_ev": -8.642,
  "orbital_gap_ev": 9.01,
  "multiplicity": 1,
  "symbols": ["C", "C", "C", "C", "C", "C", "C", "C", "C", "C", "C", "C", "H", "H", "H", "H", "H", "H", "H", "H", "H", "H", "H", "H", "H", "H", "H", "H", "H", "H", "H", "H", "H", "H", "H", "H", "N", "N", "O", "O", "O"],
  "xyz": [[1.05184, -1.11565, -0.57788], [0.51459, -1.50087, 0.77701], [0.22083, -2.09551, -1.75295], [-1.34693, -2.04860, -1.58773], [0.69482, -1.82230, -3.21373], [-0.28632, -2.66057, -4.16699], [0.07470, 0.74495, 1.08912], [1.49477, 1.10205, 0.84574], [-0.65054, 1.69963, 1.98154], [0.37559, 1.85814, 3.18138], [-1.34283, 2.85290, 1.27543], [-2.07622, 3.37547, 2.37209], [2.59093, -2.68226, -0.57269], [3.32710, -1.10999, -0.01210], [0.70695, -0.11902, -1.14198], [0.58008, -3.20827, -1.65616], [-1.54767, -1.88232, -0.38729], [-1.92616, -3.01193, -1.90277], [-1.99847, -1.04575, -1.97415], [1.77932, -2.18495, -3.49242], [0.61482, -0.74665, -3.51817], [0.28567, -3.10834, -5.15342], [-1.05609, -3.65511, -3.35977], [-1.30861, -1.85552, -4.40460], [-0.37128, -0.84455, 2.47401], [-0.36813, 0.80387, 0.18694], [-1.60764, 1.31222, 2.18431], [-0.12825, 2.32777, 3.95456], [0.61886, 0.84961, 3.59533], [1.10516, 2.53362, 2.56186], [-0.64378, 3.68576, 0.82314], [-2.24769, 2.36409, 0.55492], [-2.52991, 2.28481, 2.86985], [-2.95723, 4.12423, 2.00674], [-1.40044, 4.14214, 3.07169], [2.53047, 2.61672, -0.16354], [2.58284, -1.50597, -0.57149], [0.13217, -0.46334, 1.66365], [0.46061, -2.74111, 1.13095], [2.54804, 0.34842, 0.78456], [1.50400, 2.38218, 0.22501]]
}

***

Run x
{
  "formula": "C12H24N2O3",
  "method": "ωB97M-V with the def2-TZVPD basis set",
  "e_homo_ev": -9.454,
  "orbital_gap_ev": 9.63,
  "multiplicity": 1,
  "symbols": ["C", "C", "C", "C", "C", "C", "C", "C", "C", "C", "C", "C", "H", "H", "H", "H", "H", "H", "H", "H", "H", "H", "H", "H", "H", "H", "H", "H", "H", "H", "H", "H", "H", "H", "H", "H", "N", "N", "O", "O", "O"],
  "xyz": [[0.79204, -0.52663, -2.07115], [-0.21440, -1.36454, -1.22223], [1.53242, 0.52960, -1.38051], [2.35381, 0.08537, -0.15298], [2.35924, 1.25683, -2.42927], [3.46879, 0.25263, -2.96692], [-1.91050, -0.77345, 0.82718], [-3.15508, -1.01772, 0.04142], [-2.12310, 0.52319, 1.70379], [-1.04291, 0.78728, 2.66004], [-0.29312, -0.50782, 3.01479], [-1.63189, 1.53453, 4.01865], [-0.53043, -0.93016, -3.43260], [-0.80309, 0.75580, -3.11726], [1.44951, -1.42768, -2.46551], [0.73283, 1.30893, -0.90859], [1.98102, -0.31115, 0.87791], [2.94992, 0.89054, 0.17812], [3.10356, -0.64857, -0.43131], [1.84162, 1.63099, -3.26408], [2.90111, 2.12987, -2.16657], [3.96234, 0.75900, -3.83056], [2.91783, -0.66876, -3.23227], [4.22742, -0.17186, -2.20280], [-0.59309, 0.48627, -0.64873], [-1.76697, -1.64655, 1.49171], [-3.11514, 0.10498, 2.14233], [-2.57916, 1.32141, 1.16169], [-0.17408, 1.46877, 2.38532], [0.17483, -0.12524, 4.20980], [0.72922, -0.62929, 2.07337], [-1.08516, -1.70261, 2.94571], [-2.92117, 0.78888, 4.01614], [-0.84017, 1.04540, 5.12209], [-1.43130, 2.95288, 3.84684], [-2.51684, -2.45409, -1.25987], [-0.07625, 0.01614, -3.23957], [-0.69366, -0.49770, -0.22231], [-0.37045, -2.57287, -1.47834], [-4.25192, -0.75652, 0.47937], [-3.35764, -1.89608, -1.07283]]
}

***

Run y
{
  "formula": "C12H24N2O3",
  "method": "ωB97M-V with the def2-TZVPD basis set",
  "e_homo_ev": -9.313,
  "orbital_gap_ev": 9.99,
  "multiplicity": 1,
  "symbols": ["C", "C", "C", "C", "C", "N", "C", "O", "C", "N", "C", "C", "C", "C", "C", "O", "O", "H", "H", "H", "H", "H", "H", "H", "H", "H", "H", "H", "H", "H", "H", "H", "H", "H", "H", "H", "H", "H", "H", "H", "H"],
  "xyz": [[-2.70894, 2.93259, -0.61789], [-2.41332, 1.73789, 0.31144], [-3.56417, 1.68850, 1.31220], [-2.25491, 0.54326, -0.49958], [-1.93317, -0.65896, 0.31516], [-0.68487, -0.56899, 1.02675], [0.45321, -0.11804, 0.36690], [0.50335, 0.49546, -0.67534], [1.74754, -0.57853, 1.08121], [1.51103, -1.93500, 1.69469], [2.97099, -0.55731, 0.11976], [3.40688, 0.82333, -0.29718], [3.73248, 0.72420, -1.88456], [4.61149, 1.38052, 0.52768], [-1.84570, -1.82029, -0.65456], [-0.88855, -2.47304, -0.91267], [-3.03188, -2.20002, -1.06343], [-2.45459, 3.86105, -0.08033], [-3.75112, 3.12000, -0.86786], [-2.22458, 2.94523, -1.61347], [-1.43657, 2.00778, 0.74728], [-3.46248, 0.91432, 2.13790], [-3.55740, 2.69072, 1.73875], [-4.45550, 1.43153, 0.79801], [-3.24770, 0.37358, -1.02947], [-1.54734, 0.77578, -1.26624], [-2.72100, -0.87965, 0.98657], [-0.47979, -1.40042, 1.56640], [1.83369, 0.12088, 1.98868], [1.29408, -2.65302, 1.02360], [2.21465, -2.25886, 2.32064], [3.81303, -1.12939, 0.57144], [2.72795, -1.00569, -0.89876], [2.59910, 1.55828, -0.10191], [4.39641, -0.21740, -2.00406], [4.38472, 1.58631, -2.21851], [2.81867, 0.68526, -2.42933], [5.64470, 0.99370, 0.22252], [4.60685, 2.42405, 0.22876], [4.19225, 1.34305, 1.59444], [-2.84874, -2.92143, -1.73694]]
}

***

Out of the structures above, which one is the most stable? Solution: run y.